DFT (ωB97M-V/def2-TZVPD) results for 2 unconnected molecules or ions with the total composition C4H9N2O.

Total charge: +1
Energy relative to the best compared isomer or geometry (same formula, charge and spin) in kJ/mol: 496.20
Maximum force in eV/Å: 4.55
Highest occupied orbital energy in eV: -11.7

Geometry as XYZ:
```
16
Properties=species:S:1:pos:R:3:forces:R:3
O -0.63342 0.05391 1.80494 0.24 -2.04 2.26
N -1.29385 1.43327 0.26384 2.97 0.16 -1.17
N 0.42424 -0.54277 -2.31459 -0.84 -0.94 0.30
C 0.25783 -0.75198 2.67479 -0.21 0.12 3.01
C -0.28339 0.73317 0.81093 0.43 2.13 -2.73
C 0.10411 -1.04345 -1.28827 -0.98 0.03 2.72
C 0.76579 0.13895 -3.28471 2.76 1.80 -3.13
H 1.88392 0.30550 -3.37386 -1.46 -0.16 -0.11
H -2.05791 1.25082 0.81429 -2.98 -0.01 0.87
H 0.77058 0.89467 0.51407 -0.77 -0.29 0.13
H -0.14316 -2.02738 -0.92497 0.41 -0.43 -0.77
H 0.13334 0.47077 -4.13818 0.16 -0.37 1.18
H -1.37787 2.00680 -0.61679 0.71 -1.13 1.62
H -0.33505 -1.45451 3.35073 0.03 0.95 -1.70
H 0.74492 -0.14129 3.48789 -0.52 0.19 -1.34
H 1.03993 -1.32647 2.21989 0.05 -0.01 -1.13
```
Positions in Å, forces in eV/Å.

***

DFT (ωB97M-V/def2-TZVPD) results for 2 unconnected molecules or ions with the total composition C2HN2P.

Energy relative to the best compared isomer or geometry (same formula, charge and spin) in kJ/mol: 234.42
Maximum force in eV/Å: 5.51
Highest occupied orbital energy in eV: -11.4

Geometry as XYZ:
```
6
Properties=species:S:1:pos:R:3:forces:R:3
P -0.21425 0.34608 1.07819 3.01 1.88 0.74
N -1.13153 2.61807 -0.40534 -0.17 0.54 -0.48
N 3.35024 0.95243 -0.25361 2.30 0.15 -1.26
C 2.37575 0.93340 0.32693 -4.96 -0.83 2.26
C -0.62869 1.68149 0.02442 -0.33 -0.27 0.39
H 0.11166 -0.48833 0.09384 0.16 -1.47 -1.65
```
Positions in Å, forces in eV/Å.

***

DFT (ωB97M-V/def2-TZVPD) results for a single C23H23N3O3 molecule.

Energy relative to the best compared isomer or geometry (same formula, charge and spin) in kJ/mol: 275.19
Maximum force in eV/Å: 1.34
Highest occupied orbital energy in eV: -8.3
SMILES string: CCc1ccccc1NC(=O)c1ccc(NCCc2ccccc2)c([N+](=O)[O-])c1

Geometry as XYZ:
```
52
Properties=species:S:1:pos:R:3:forces:R:3
O 0.92827 -2.44549 0.65761 0.02 -0.16 0.02
O 2.78233 -1.76130 1.48976 -0.01 -0.11 0.02
O -2.36293 2.47338 -0.71687 -0.07 0.07 0.01
N -2.94788 0.44591 0.17422 0.03 -0.46 0.24
N 3.29233 0.78637 1.59972 0.34 -0.43 0.32
N 1.66018 -1.54818 1.03559 0.26 -0.86 0.00
C 1.19238 -0.21559 0.93772 -0.54 1.21 -0.16
C -2.07887 1.44715 -0.13061 0.23 -0.07 0.07
C -7.00626 0.01617 -0.73583 -0.12 0.02 -0.07
C 0.14343 2.31571 0.54045 -0.09 -0.19 -0.06
C -5.00159 -0.80404 0.34096 0.00 0.02 0.14
C -4.30871 0.32126 -0.13134 -0.43 0.08 -0.20
C 4.71230 -1.86335 -1.93605 0.00 -0.09 -0.04
C 4.32681 1.77621 1.41822 -0.05 0.33 -0.23
C -3.55149 -2.85054 0.23678 -0.03 0.00 0.22
C -0.13623 -0.05330 0.53072 0.06 0.10 0.02
C 3.61757 -1.03237 -2.09729 -0.07 -0.05 -0.03
C 5.79892 -0.16744 -0.63391 -0.05 0.05 -0.02
C 4.64775 1.99765 -0.07641 0.00 -0.12 0.17
C 1.44223 2.18079 0.94198 0.04 0.00 -0.03
C -4.97512 1.27879 -0.89003 0.12 0.17 -0.09
C -0.68262 1.19612 0.34016 0.30 0.05 0.02
C 5.80601 -1.42531 -1.20896 0.06 -0.09 0.02
C 3.61393 0.22782 -1.52545 0.05 0.03 -0.04
C -4.32809 -1.88877 1.14143 0.06 -0.04 -0.23
C -6.31509 1.12452 -1.19040 -0.08 -0.14 0.05
C 2.02514 0.91300 1.16858 -0.17 -0.38 0.14
C -6.34530 -0.93352 0.02273 0.04 0.09 -0.03
C 4.70170 0.67093 -0.78386 0.04 0.16 -0.09
H 5.21161 1.39796 1.93236 -0.07 0.07 0.01
H -8.05296 -0.11033 -0.96797 -0.09 -0.01 -0.02
H 3.61284 -0.17750 1.67004 -0.21 0.34 -0.03
H 4.71222 -2.84965 -2.37450 0.01 -0.09 -0.04
H -6.88409 -1.79963 0.38032 -0.03 -0.09 0.06
H -4.23753 -3.36337 -0.43312 -0.02 -0.03 -0.09
H -5.09243 -2.45523 1.67678 0.05 0.10 0.07
H -3.02716 -3.59500 0.83151 0.08 -0.10 -0.01
H -0.28156 3.29222 0.36359 0.00 0.10 -0.01
H 2.75500 0.87286 -1.65454 -0.07 0.07 -0.01
H -6.81678 1.87458 -1.78293 -0.03 0.07 -0.05
H 3.87385 2.61900 -0.52926 0.05 0.05 -0.02
H -2.82280 -2.32399 -0.37582 0.09 0.03 -0.10
H -3.66242 -1.46383 1.89930 -0.05 -0.03 0.08
H 2.76062 -1.36712 -2.66312 -0.07 -0.03 -0.06
H 4.03990 2.72107 1.88742 0.12 -0.05 0.05
H 5.60202 2.52012 -0.15508 -0.02 0.09 -0.04
H 6.65212 0.16803 -0.06115 0.12 0.04 0.06
H 2.04075 3.06270 1.09936 0.09 0.09 0.02
H -0.68938 -0.96201 0.34049 -0.03 0.01 -0.01
H 6.66401 -2.06873 -1.08302 0.08 -0.06 0.00
H -2.57567 -0.31463 0.72193 0.03 0.22 -0.06
H -4.43319 2.13989 -1.24220 0.01 0.01 0.00
```
Positions in Å, forces in eV/Å.

***

DFT (ωB97M-V/def2-TZVPD) results for 2 unconnected molecules or ions with the total composition C9H16BF4N3.

Maximum force in eV/Å: 1.08
Highest occupied orbital energy in eV: -9.8

Geometry as XYZ:
```
33
Properties=species:S:1:pos:R:3:forces:R:3
F 2.94653 3.07529 -1.84139 -0.05 -0.07 -0.01
F 1.19047 4.27451 -0.96360 -0.12 -0.12 0.05
F 3.03658 3.82270 0.33140 -0.07 -0.10 0.05
F 3.19468 5.32606 -1.41012 -0.04 -0.04 0.02
N 0.98560 -1.44210 1.08208 -0.78 0.15 -0.27
N -1.96848 -0.99240 0.11978 -0.19 0.81 0.14
N -1.87136 -1.30829 -1.16244 -0.01 -0.60 0.81
C -0.93817 1.26228 -0.25424 0.57 0.23 0.28
C 0.36740 1.34661 0.57004 -0.19 0.37 -0.24
C -1.74790 -3.59836 -0.40810 -0.01 -0.14 0.00
C 1.57054 0.70104 -0.10267 -0.42 -0.60 0.48
C -1.76424 -2.59827 -1.37819 0.12 -0.13 -1.06
C 1.60444 -0.83298 -0.10602 0.25 -0.14 0.16
C -1.88879 -3.22506 0.88984 -0.05 0.30 -0.15
C -2.04962 0.47042 0.40519 0.10 0.21 -0.38
C -1.99472 -1.85371 1.11164 0.13 -0.59 0.47
B 2.60381 4.13965 -0.97609 0.05 0.02 -0.03
H -1.68544 -2.88866 -2.41586 0.01 0.18 -0.13
H 0.61159 2.40223 0.66713 0.11 0.10 -0.03
H -1.63267 -4.62640 -0.70895 -0.01 -0.12 -0.03
H 0.20556 0.99812 1.59201 0.00 -0.18 0.07
H -2.10157 -1.47814 2.11365 0.05 0.35 0.01
H 2.45775 1.05610 0.41300 0.18 0.25 -0.25
H -0.69143 0.90299 -1.25037 -0.31 -0.12 -0.13
H -1.97160 0.60993 1.47650 -0.13 -0.25 0.21
H 1.56448 1.02908 -1.13645 0.52 0.32 -0.06
H -1.31031 2.27499 -0.38246 -0.14 0.08 -0.09
H 1.19316 -0.92350 1.92274 0.32 -0.13 0.08
H 1.12050 -1.24345 -0.99508 -0.19 0.03 -0.02
H 2.65036 -1.13889 -0.16733 0.11 0.04 -0.21
H -1.90110 -3.93219 1.70046 -0.02 0.03 0.19
H 1.24892 -2.41077 1.17868 0.28 0.02 0.22
H -3.03495 0.80116 0.08524 -0.08 -0.13 -0.16
```
Positions in Å, forces in eV/Å.

***

DFT (ωB97M-V/def2-TZVPD) results for a single C5H11NO molecule.

Energy relative to the best compared isomer or geometry (same formula, charge and spin) in kJ/mol: 87.24
Maximum force in eV/Å: 1.52
Highest occupied orbital energy in eV: -9.5
SMILES string: CNC(=O)C(C)C

Geometry as XYZ:
```
18
Properties=species:S:1:pos:R:3:forces:R:3
O 0.72920 1.84949 0.69345 -0.22 -0.56 -0.31
N 1.34904 -0.17522 -0.21048 0.51 0.38 0.27
C -1.16483 -1.23597 -0.71366 -0.37 0.32 0.14
C -0.91805 0.32168 -0.31553 -0.24 0.02 0.01
C 0.48087 0.79152 0.13365 -0.36 -0.51 -0.19
C 2.76862 -0.10193 0.09409 -0.09 0.04 0.02
C -1.89870 0.68050 0.80615 -0.13 -0.16 0.00
H -0.54669 -1.94961 -1.33114 0.27 1.45 0.37
H 0.81855 -0.89605 -0.68121 1.40 -0.41 0.06
H 2.93918 0.87090 0.56574 -0.09 -0.17 -0.12
H -1.39300 -1.85592 0.16906 -0.02 0.56 -0.06
H -2.06327 -1.16306 -1.31451 -0.43 -0.22 0.05
H -1.62257 0.12802 1.71106 -0.18 0.00 -0.09
H -2.90906 0.40286 0.50264 -0.06 0.00 0.18
H -1.89051 1.74477 1.06950 0.17 -0.25 -0.29
H -1.15122 0.96120 -1.18492 0.01 -0.41 0.12
H 3.38867 -0.15837 -0.80132 -0.08 -0.08 -0.01
H 3.08155 -0.87248 0.80431 -0.10 -0.02 -0.14
```
Positions in Å, forces in eV/Å.

***

DFT (ωB97M-V/def2-TZVPD) results for a molecular structure, C9H10MnO6.

Multiplicity: 5
Total charge: +3
Energy relative to the best compared isomer or geometry (same formula, charge and spin) in kJ/mol: 92.07
Maximum force in eV/Å: 11.35
Highest occupied orbital energy (spin up / spin down) in eV: -22.5 / -23.5

Geometry as XYZ:
```
26
Properties=species:S:1:pos:R:3:forces:R:3
Mn 0.23425 -0.21428 -0.03987 -1.61 1.54 0.08
O -2.01316 -2.21409 -0.03895 4.74 3.91 -0.15
O -0.28748 0.24755 -2.94823 0.77 -0.72 3.41
O -1.56499 1.35875 0.21879 -1.65 2.04 0.65
O 1.97594 2.21681 0.05966 -2.31 -3.92 0.01
O 2.46985 -2.18394 -0.37714 -4.31 3.82 0.63
O 0.27038 -0.22865 2.96418 0.39 -0.14 -7.00
C -2.55402 1.23760 1.28294 0.71 1.02 0.67
C -2.32749 2.19896 2.42910 -0.03 -1.72 -0.21
C -0.06711 0.05081 -1.84445 -1.35 1.27 -6.57
C 1.34786 1.25096 0.03982 4.21 6.69 -0.05
C -1.12676 -1.45360 -0.05562 -7.26 -6.09 0.20
C -2.77595 3.11238 -1.03911 1.91 -0.02 -0.42
C -1.48651 2.68044 -0.37915 -1.66 -0.21 -0.03
C 1.60451 -1.41922 -0.25163 8.43 -7.50 -1.31
C 0.30351 -0.24248 1.78525 -0.53 0.01 10.52
H -2.63796 4.07881 -1.52648 0.27 -0.04 -0.21
H -1.16002 3.42679 0.36869 0.56 -0.18 0.31
H -2.46733 0.20498 1.62506 -0.55 -0.44 0.33
H -3.56711 1.35109 0.86500 -0.20 -0.38 -0.59
H -1.30876 2.10956 2.80221 0.29 0.48 0.33
H -2.50091 3.22277 2.10735 0.21 0.76 -0.34
H -0.69419 2.59414 -1.12098 0.47 0.64 -0.52
H -3.08655 2.39534 -1.79799 -0.76 -0.15 -0.31
H -3.00543 1.97355 3.25472 -0.01 -0.15 -0.06
H -3.57212 3.22144 -0.30504 -0.72 -0.51 0.62
```
Positions in Å, forces in eV/Å.

***

How do the records compare in E? In the order shown, they have -9310.873; -14354.410; -34835.775; -25612.853; -8900.793; -53059.875 eV.